--- A ---
The following is a DFT calculation (ωB97M-V/def2-TZVPD) of C7H9N in the gas phase.

Values from the calculation:
orbital gap = 5.2 eV
LUMO level = -1.9 eV
multiplicity = 1

Positions of all 17 atoms, in Å:
C -0.24 -1.12 -0.78
C -1.06 -2.16 -0.31
N -1.57 -2.43 0.84
C 0.45 1.01 -0.31
C 0.51 -0.21 0.07
C 1.23 -0.79 1.29
C 0.02 3.45 -0.50
C 0.76 2.33 -0.57
H -0.16 -1.09 -1.85
H -1.23 -2.96 -1.05
H -2.10 -1.70 1.31
H 1.29 -0.03 2.06
H 0.67 -1.65 1.64
H 2.24 -1.05 1.02
H 0.21 4.28 -1.17
H -0.83 3.54 0.16
H 1.62 2.43 -1.24

=====

--- B ---
The following is a DFT calculation (ωB97M-V/def2-TZVPD) of C7H9N in the gas phase.

Values from the calculation:
orbital gap = 8.3 eV
SMILES = C=Cc1cc(C)c[nH]1
LUMO level = 1.0 eV
multiplicity = 1

Positions of all 17 atoms, in Å:
C 2.68 0.08 0.07
C 1.27 -0.29 0.19
C 0.79 -1.64 0.24
N -0.60 -1.57 0.04
C -0.97 -0.22 0.03
C 0.19 0.54 0.05
C -2.53 1.49 -0.31
C -2.29 0.21 -0.09
H 3.41 -0.64 0.59
H 3.06 0.44 -0.90
H 2.80 1.08 0.54
H 1.14 -2.65 0.15
H -1.15 -2.31 -0.06
H 0.38 1.57 -0.05
H -3.40 2.14 -0.56
H -1.74 2.27 -0.08
H -3.05 -0.49 0.15

=====

Compare the structures above. Which one is the most stable? B is.